Entry 1:
{"formula": "C35H30BiN2O6P", "method": "ωB97M-V/def2-TZVPD", "e_lumo_ev": -0.990, "gap_ev": 7.22, "species": ["Bi", "C", "C", "C", "C", "C", "C", "C", "P", "C", "C", "C", "C", "C", "C", "C", "C", "C", "C", "C", "C", "C", "C", "H", "H", "H", "H", "H", "H", "H", "H", "H", "H", "H", "H", "H", "H", "H", "H", "H", "H", "H", "H", "O", "C", "O", "C", "C", "C", "C", "C", "C", "N", "O", "O", "N", "O", "O", "H", "H", "H", "C", "C", "C", "C", "C", "C", "C", "H", "H", "H", "H", "H", "H", "H"], "coordinates": [[-0.85, -0.93, 0.18], [2.85, -2.92, -1.54], [3.96, -2.10, -0.97], [5.27, -2.28, -1.42], [6.31, -1.52, -0.91], [6.06, -0.55, 0.04], [4.76, -0.35, 0.49], [3.72, -1.13, 0.01], [2.00, -0.78, 0.56], [2.07, 1.02, 0.20], [2.05, 1.16, -1.19], [2.02, 2.41, -1.78], [1.99, 3.53, -0.97], [2.02, 3.39, 0.40], [2.07, 2.14, 1.02], [2.13, 2.06, 2.52], [1.99, -1.22, 2.34], [3.16, -1.66, 2.96], [3.15, -2.16, 4.24], [1.96, -2.21, 4.94], [0.79, -1.81, 4.33], [0.76, -1.35, 3.01], [-0.59, -1.02, 2.44], [3.23, -3.65, -2.24], [2.14, -2.28, -2.06], [2.31, -3.44, -0.74], [5.47, -3.02, -2.17], [7.32, -1.67, -1.27], [6.86, 0.06, 0.43], [4.55, 0.42, 1.21], [2.05, 0.28, -1.81], [2.00, 2.49, -2.86], [1.94, 4.52, -1.41], [1.99, 4.28, 1.03], [2.14, 3.06, 2.94], [3.03, 1.55, 2.85], [1.27, 1.52, 2.92], [4.10, -1.63, 2.42], [4.07, -2.51, 4.69], [1.94, -2.58, 5.96], [-0.14, -1.85, 4.88], [-0.90, -0.03, 2.78], [-1.32, -1.71, 2.82], [-5.26, -1.63, -0.28], [-4.13, -1.28, -0.56], [-3.17, -1.24, 0.28], [-3.88, -0.88, -2.03], [-2.77, -0.16, -2.44], [-2.59, 0.17, -3.78], [-3.54, -0.15, -4.74], [-4.67, -0.82, -4.31], [-4.84, -1.21, -2.98], [-5.70, -1.10, -5.28], [-5.51, -0.70, -6.41], [-6.69, -1.70, -4.91], [-1.37, 0.85, -4.15], [-1.20, 1.13, -5.31], [-0.57, 1.06, -3.26], [-2.04, 0.18, -1.73], [-3.41, 0.13, -5.77], [-5.72, -1.75, -2.67], [-1.20, 1.36, 0.32], [-2.53, 1.59, 0.95], [-2.64, 1.70, 2.33], [-3.87, 1.76, 2.96], [-5.03, 1.72, 2.21], [-4.94, 1.68, 0.83], [-3.71, 1.61, 0.21], [-0.41, 1.76, 0.94], [-1.11, 1.79, -0.67], [-1.74, 1.77, 2.94], [-3.92, 1.80, 4.04], [-6.00, 1.76, 2.69], [-5.84, 1.66, 0.23], [-3.67, 1.60, -0.88]]}

Entry 2:
{"formula": "C35H30BrCuN6O4", "method": "ωB97M-V/def2-TZVPD", "s_squared": 0.753, "e_lumo_ev": [-3.327, -3.648], "multiplicity": 2, "e_above_lowest_kcal_mol": 4.8, "total_charge": 1, "gap_ev": [7.01, 6.65], "species": ["Cu", "C", "O", "C", "C", "C", "C", "C", "C", "N", "N", "C", "C", "O", "C", "C", "C", "C", "C", "C", "C", "C", "H", "H", "H", "H", "H", "H", "H", "H", "H", "H", "H", "H", "H", "C", "O", "C", "C", "C", "Br", "C", "C", "C", "O", "C", "N", "C", "C", "C", "C", "C", "C", "N", "H", "H", "H", "H", "H", "H", "H", "H", "H", "H", "H", "C", "N", "C", "C", "N", "C", "H", "H", "H", "H", "H", "H"], "coordinates": [[-0.84, -0.37, 0.18], [-3.04, 0.87, -1.87], [-1.75, 1.17, -1.30], [-1.68, 2.39, -0.63], [-1.78, 3.59, -1.31], [-1.69, 4.78, -0.62], [-1.49, 4.76, 0.76], [-1.38, 3.56, 1.44], [-1.49, 2.36, 0.74], [-1.41, 1.07, 1.35], [-1.68, 1.03, 2.58], [-1.69, -0.10, 3.31], [-1.52, -1.41, 2.77], [-1.31, -1.66, 1.53], [-1.65, -2.53, 3.66], [-1.86, -2.36, 4.98], [-1.99, -1.06, 5.57], [-2.17, -0.92, 6.96], [-2.30, 0.33, 7.52], [-2.27, 1.46, 6.70], [-2.09, 1.34, 5.34], [-1.93, 0.07, 4.75], [-3.72, 0.52, -1.09], [-3.46, 1.76, -2.34], [-2.90, 0.10, -2.62], [-1.93, 3.58, -2.39], [-1.77, 5.72, -1.15], [-1.40, 5.69, 1.31], [-1.22, 3.52, 2.50], [-1.56, -3.52, 3.22], [-1.94, -3.23, 5.62], [-2.20, -1.80, 7.58], [-2.44, 0.44, 8.59], [-2.40, 2.45, 7.13], [-2.07, 2.22, 4.71], [1.90, 0.44, 3.29], [1.65, 0.28, 1.89], [2.73, 0.14, 1.08], [4.04, -0.01, 1.50], [5.05, -0.18, 0.56], [6.83, -0.40, 1.16], [4.79, -0.17, -0.79], [3.47, 0.00, -1.22], [2.46, 0.12, -0.29], [1.14, 0.18, -0.71], [3.18, 0.04, -2.67], [3.85, -0.60, -3.58], [3.24, -0.27, -4.79], [3.57, -0.68, -6.08], [2.80, -0.18, -7.12], [1.73, 0.70, -6.89], [1.40, 1.11, -5.61], [2.17, 0.60, -4.58], [2.12, 0.77, -3.20], [2.58, 1.28, 3.48], [2.32, -0.47, 3.72], [0.94, 0.65, 3.75], [4.30, -0.02, 2.55], [5.57, -0.29, -1.54], [1.11, -0.29, -1.56], [4.39, -1.35, -6.26], [3.03, -0.47, -8.14], [1.16, 1.07, -7.73], [0.57, 1.79, -5.44], [1.66, 1.53, -2.74], [-2.08, -5.01, -2.30], [-1.58, -3.63, -2.21], [-1.17, -2.84, -3.26], [-0.77, -1.66, -2.72], [-0.92, -1.73, -1.35], [-1.42, -2.93, -1.08], [-2.23, -5.26, -3.35], [-3.02, -5.10, -1.78], [-1.36, -5.70, -1.88], [-1.19, -3.18, -4.29], [-0.38, -0.79, -3.22], [-1.65, -3.30, -0.09]]}

Entry 3:
{"formula": "C35H30BrHfN2P2", "method": "ωB97M-V/def2-TZVPD", "e_lumo_ev": -11.178, "total_charge": 3, "gap_ev": 4.91, "species": ["Hf", "C", "P", "C", "C", "C", "C", "C", "C", "C", "C", "C", "C", "C", "C", "C", "C", "C", "C", "C", "P", "C", "C", "C", "C", "C", "C", "C", "C", "C", "C", "C", "C", "N", "H", "H", "H", "H", "H", "H", "H", "H", "H", "H", "H", "H", "H", "H", "H", "H", "H", "H", "H", "H", "H", "H", "H", "H", "H", "H", "Br", "C", "C", "C", "C", "C", "N", "H", "H", "H", "H"], "coordinates": [[0.04, -0.78, -0.44], [2.08, -2.15, 1.96], [2.33, -1.97, 0.16], [2.91, -3.45, -0.63], [2.06, -4.56, -0.60], [2.46, -5.75, -1.20], [3.70, -5.82, -1.83], [4.53, -4.71, -1.87], [4.14, -3.52, -1.27], [3.43, -0.56, 0.01], [4.74, -0.60, 0.50], [5.53, 0.54, 0.42], [5.02, 1.71, -0.13], [3.71, 1.77, -0.59], [2.94, 0.63, -0.52], [1.34, -0.92, 2.38], [1.59, -0.01, 3.34], [0.59, 1.01, 3.25], [-0.24, 0.68, 2.23], [-1.49, 1.32, 1.73], [-1.21, 1.66, -0.09], [-2.89, 1.27, -0.78], [-3.06, 0.34, -1.96], [-4.60, 0.11, -2.06], [-5.27, 1.04, -1.04], [-5.23, 0.38, 0.22], [-4.05, 1.55, -0.13], [-0.93, 3.42, -0.27], [-1.73, 4.23, -1.07], [-1.47, 5.59, -1.12], [-0.41, 6.12, -0.40], [0.40, 5.30, 0.38], [0.15, 3.94, 0.45], [0.22, -0.52, 1.62], [3.05, -2.24, 2.46], [1.53, -3.07, 2.15], [1.10, -4.52, -0.10], [1.82, -6.62, -1.17], [4.01, -6.74, -2.29], [5.49, -4.77, -2.36], [4.79, -2.66, -1.32], [5.14, -1.50, 0.93], [6.55, 0.51, 0.78], [5.65, 2.59, -0.19], [3.32, 2.68, -1.01], [1.92, 0.71, -0.92], [2.40, -0.05, 4.06], [0.48, 1.88, 3.89], [-1.69, 2.27, 2.22], [-2.36, 0.67, 1.83], [-2.46, 0.57, -2.83], [-5.03, 0.12, -3.05], [-6.01, 1.79, -1.29], [-5.77, 0.75, 1.09], [-4.10, 2.37, 0.58], [-2.56, 3.83, -1.65], [-2.08, 6.24, -1.73], [-0.20, 7.18, -0.44], [1.22, 5.72, 0.94], [0.78, 3.30, 1.06], [0.22, -0.82, -2.93], [-2.96, -1.02, -1.26], [-4.44, -1.26, -1.34], [-4.96, -1.12, 0.09], [-4.03, -1.85, 1.06], [-2.77, -2.12, 0.75], [-2.14, -1.44, -0.37], [-4.75, -2.17, -1.85], [-5.95, -1.57, 0.17], [-4.45, -2.25, 1.97], [-2.12, -2.71, 1.38]]}